The following is a DFT calculation (ωB97M-V/def2-TZVPD) of C24H29Cl2N10O2S2V as an isolated structure.

Geometry as XYZ:
```
70
Properties=species:S:1:pos:R:3:forces:R:3:nbo_charge:R:1
V 0.15442 -1.22532 -0.00068 -0.451 -0.734 -0.247 1.0577
N -4.11423 -1.20601 0.16353 -0.022 -0.005 0.069 -0.8247
C -2.80720 -1.40901 -0.23452 0.077 0.076 -0.117 0.2943
S -1.85306 -2.55588 0.66035 0.045 0.098 0.086 -0.3172
N -2.42616 -0.74408 -1.29061 -0.057 0.151 -0.033 -0.4698
N -1.10332 -1.03045 -1.61359 0.136 0.242 0.155 -0.3134
C -0.83602 -1.23665 -2.85074 0.025 0.052 -0.036 0.0408
C 0.45029 -1.76076 -3.27391 -0.008 0.015 0.022 -0.2012
C 0.85215 -1.63234 -4.60649 -0.008 0.001 0.014 -0.1618
C 2.01683 -2.20657 -5.07782 0.018 -0.012 0.007 -0.3006
C 2.78590 -2.97462 -4.19868 -0.014 0.007 -0.020 -0.2237
C 2.39902 -3.14374 -2.88609 0.000 -0.028 0.020 -0.2582
C 1.23749 -2.52704 -2.36509 0.089 0.030 -0.010 0.3713
O 0.93918 -2.67400 -1.10843 0.087 0.270 0.064 -0.7627
H -4.28127 -1.45648 1.12383 0.000 0.013 0.001 0.3881
H -4.50200 -0.32100 -0.12872 0.003 -0.021 -0.011 0.3775
H -1.61613 -1.09625 -3.59881 -0.071 -0.032 0.064 0.1785
H 0.22147 -1.05604 -5.27699 0.002 -0.006 -0.004 0.1987
H 2.31645 -2.08015 -6.11033 0.001 -0.001 -0.002 0.1979
H 3.69383 -3.45214 -4.55252 0.000 0.001 -0.005 0.1948
H 2.97926 -3.74995 -2.19975 -0.001 0.012 0.006 0.2095
C -3.96740 3.96594 2.81602 0.007 -0.015 0.001 -0.6142
C -3.87505 2.89415 1.73729 0.002 0.036 0.034 -0.2157
N -3.04857 1.77161 2.13741 -0.020 -0.019 -0.170 -0.6451
C -1.71372 1.64003 1.78237 0.105 -0.099 0.149 0.2826
S -0.79441 3.02567 1.33533 -0.097 0.009 -0.020 -0.5023
N -1.28538 0.40794 1.91318 -0.079 0.228 -0.103 -0.4775
N 0.07109 0.22318 1.67019 0.168 -0.451 -0.044 -0.3070
C 0.82820 0.31003 2.69610 0.013 0.186 0.002 0.2839
C 0.27484 0.58865 4.06258 -0.012 0.114 -0.044 -0.6839
C 2.30804 0.18495 2.55598 0.038 -0.053 0.004 0.1706
C 3.00565 -0.72659 3.34849 -0.044 -0.024 -0.047 -0.2222
C 4.38056 -0.78676 3.24913 0.037 0.006 -0.026 -0.1648
C 5.02273 0.08407 2.38123 -0.020 0.002 0.021 -0.2640
C 4.24536 0.96533 1.64865 -0.002 0.021 0.040 0.0344
N 2.91863 1.02543 1.72361 0.022 0.061 0.085 -0.3859
H -4.60764 4.79041 2.49044 -0.002 0.000 0.002 0.1888
H -4.37389 3.55057 3.74058 -0.004 0.003 0.000 0.1908
H -2.96977 4.35555 3.01681 -0.002 0.002 0.005 0.2305
H -4.87393 2.50702 1.51173 0.008 0.004 -0.007 0.1719
H -3.47546 3.33823 0.82499 -0.028 -0.016 0.041 0.2134
H -3.50164 0.87272 2.19139 -0.014 -0.013 0.035 0.3844
H -0.22711 1.55812 4.06043 0.042 0.024 0.007 0.2611
H -0.48346 -0.15980 4.30293 -0.010 0.004 -0.006 0.2440
H 1.06345 0.59354 4.81248 0.001 -0.011 0.014 0.2066
H 2.46271 -1.38923 4.01007 -0.001 0.000 0.005 0.2187
H 4.94437 -1.50227 3.83446 -0.003 0.000 0.002 0.2086
H 6.10000 0.08311 2.27552 -0.002 0.003 -0.006 0.2081
H 4.71027 1.66772 0.96230 0.003 0.000 -0.005 0.1859
Cl -1.93757 2.55857 -4.53318 -0.031 -0.049 0.080 -0.0669
C -3.10672 2.39135 -3.19489 0.003 -0.068 0.140 -0.4025
Cl -2.52489 3.11191 -1.69671 0.120 0.040 -0.084 0.0035
H -3.25569 1.33641 -2.98755 0.043 -0.075 -0.125 0.2479
H -4.01758 2.89201 -3.49997 -0.006 -0.034 -0.013 0.2094
C 5.26732 -1.24206 -1.44931 0.007 0.003 0.001 -0.3901
N 4.06630 -0.43642 -1.55600 -0.030 0.004 -0.009 -0.4242
C 3.91352 0.51296 -2.50959 0.037 0.016 -0.021 0.1094
C 2.79459 1.25400 -2.60169 -0.006 0.011 -0.017 -0.3738
C 1.74162 0.95456 -1.67399 -0.022 0.021 0.054 0.5033
N 1.83668 -0.07589 -0.84437 -0.059 -0.009 0.189 -0.6338
C 3.01634 -0.74233 -0.67430 -0.020 0.018 -0.099 0.7924
O 3.19367 -1.58312 0.18918 0.038 -0.028 -0.038 -0.6330
N 0.64757 1.70214 -1.61889 -0.056 -0.133 -0.103 -0.7340
H 6.01281 -0.85263 -2.14053 0.001 -0.002 -0.001 0.1906
H 5.04422 -2.28050 -1.69366 -0.003 0.000 0.003 0.2198
H 5.64573 -1.20447 -0.42906 0.006 0.001 -0.001 0.2195
H 4.75407 0.65343 -3.17654 0.003 -0.008 0.002 0.2037
H 2.69303 2.02909 -3.34497 -0.014 0.005 0.007 0.2243
H 0.48591 2.44579 -2.27267 0.008 0.048 0.043 0.4021
H -0.01253 1.57030 -0.85726 0.021 0.104 0.000 0.4549
```
Forces are in eV/Å.

As for the total charge: -1. Its total energy is -4290.88977 Ha. The value obtained for the orbital gap (alpha / beta) is 5.97 / 5.19 eV. The energy above the lowest of the compared OMol25 structures with the same formula, charge and spin is 0.0000 eV. Its multiplicity is 2. The value obtained for the maximum force is 0.9 eV/Å. The HOMO energy (alpha / beta) is -3.494 / -2.717 eV.

***

The following is a DFT calculation (ωB97M-V/def2-TZVPD) of one molecule with the formula C24H37N3O3.

Geometry as XYZ:
```
67
Properties=species:S:1:pos:R:3:forces:R:3:nbo_charge:R:1
C -2.06500 3.56309 -2.29446 0.066 0.263 0.110 -0.2505
O -2.43003 2.32657 -2.85571 0.019 -0.400 -0.089 -0.5048
C -1.46231 1.37183 -2.97455 0.216 -0.150 -0.097 0.3337
C -0.10464 1.64294 -2.89857 -0.199 0.279 -0.038 -0.2893
C 0.80808 0.61305 -3.01837 -0.041 -0.121 -0.069 -0.1909
C 0.39672 -0.69650 -3.19244 0.172 0.134 -0.095 -0.1043
C -0.97153 -0.97572 -3.27800 0.047 0.164 -0.002 0.0962
C -1.89902 0.05794 -3.19991 -0.083 0.166 0.035 -0.0702
C -3.37101 -0.20931 -3.32471 0.065 0.110 0.012 -0.6414
H -3.58048 -0.81751 -4.20284 -0.074 -0.069 -0.027 0.2116
H -3.90748 0.73001 -3.40818 -0.116 -0.053 -0.018 0.2395
H -3.74011 -0.73520 -2.44427 -0.104 -0.066 0.041 0.2175
C -1.44619 -2.39245 -3.44095 0.013 0.098 -0.055 -0.6713
H -2.39331 -2.54184 -2.93014 -0.081 -0.088 0.009 0.2211
H -0.72194 -3.08826 -3.02961 -0.002 -0.094 0.019 0.2287
H -1.59441 -2.62268 -4.49690 -0.074 -0.096 -0.086 0.2178
C 1.42599 -1.79361 -3.25312 -0.096 0.045 0.019 -0.2232
N 1.43568 -2.59398 -2.03024 0.171 -0.280 -0.044 -0.4486
C 2.27010 -3.76661 -2.16073 -0.035 -0.247 0.128 -0.2185
C 2.16160 -4.57926 -0.87759 -0.139 -0.027 -0.480 -0.2225
N 2.69314 -3.77495 0.19438 0.167 -0.321 0.208 -0.6035
C 2.59983 -2.43890 0.21013 0.164 -0.066 -0.115 0.6922
O 3.13295 -1.77097 1.08499 0.070 0.238 0.198 -0.6567
C 1.73729 -1.78080 -0.85511 -0.163 0.228 0.059 -0.1489
C 0.42176 -1.35493 -0.15070 -0.120 0.281 0.007 -0.4908
H -0.41374 -1.53369 -0.82465 0.086 0.047 0.115 0.2537
C 0.38156 0.11625 0.25399 0.043 -0.458 -0.025 0.6956
O -0.59453 0.81435 0.04810 -0.406 0.112 -0.089 -0.6558
N 1.49837 0.55177 0.85494 0.399 0.177 0.249 -0.6480
H 2.23899 -0.11338 1.06704 -0.113 -0.077 -0.120 0.4312
C 1.66518 1.89546 1.35638 0.072 0.272 0.068 -0.2252
C 1.98220 1.89021 2.85150 -0.209 -0.184 -0.126 -0.3950
C 0.81915 1.41309 3.72260 0.118 0.262 0.018 -0.3968
C -0.32462 2.43324 3.84385 -0.010 0.035 0.074 -0.2263
C -1.53640 2.08895 2.97101 0.037 0.054 -0.119 -0.4132
C -2.32206 1.04184 3.77502 -0.074 -0.048 -0.040 -0.4136
H -2.11592 0.03852 3.40246 -0.056 -0.046 -0.026 0.2013
C -1.85222 1.18612 5.23370 -0.053 0.003 0.117 -0.4114
H -2.68766 1.29239 5.92515 0.021 -0.076 0.069 0.2067
H -1.28061 0.30815 5.53661 -0.013 -0.043 0.051 0.1980
C -0.94976 2.42108 5.24250 0.060 0.023 -0.006 -0.3930
H -1.55331 3.32096 5.37537 -0.014 0.061 0.025 0.1973
H -0.20761 2.39018 6.04005 0.041 0.070 0.054 0.2023
H -3.39480 1.20787 3.68228 -0.029 -0.074 -0.039 0.2066
H -2.14437 2.98604 2.83944 -0.028 0.051 -0.030 0.1948
H -1.26857 1.71936 1.98426 0.003 0.079 -0.068 0.2433
H 0.06274 3.42803 3.60569 0.025 0.022 -0.015 0.2002
H 0.43753 0.47445 3.31980 -0.007 -0.180 0.037 0.2022
H 1.21630 1.20403 4.71864 -0.016 -0.095 0.029 0.2019
H 2.83995 1.23138 3.01144 0.096 0.059 0.022 0.2018
H 2.27588 2.89791 3.15300 0.063 0.017 0.035 0.2013
H 0.74247 2.44054 1.15152 0.097 0.021 -0.039 0.2243
H 2.48705 2.37915 0.81322 -0.143 0.038 0.035 0.1883
H 0.26485 -1.95567 0.74974 -0.039 -0.028 0.009 0.2259
H 2.27488 -0.86974 -1.16134 0.020 -0.174 0.115 0.2210
H 3.21490 -4.20912 0.94157 -0.044 0.169 -0.012 0.4117
H 2.73385 -5.50545 -0.95356 -0.027 0.081 0.025 0.2110
H 1.10892 -4.82290 -0.69038 0.104 -0.087 -0.098 0.1981
H 1.90807 -4.35471 -3.00767 0.032 0.021 0.019 0.2098
H 3.33271 -3.51688 -2.34158 -0.058 -0.071 -0.017 0.1676
H 2.42039 -1.34889 -3.43579 -0.074 -0.044 -0.013 0.1753
H 1.20790 -2.46884 -4.08505 0.070 -0.013 0.020 0.2049
H 1.86398 0.84221 -2.96591 0.110 -0.004 0.014 0.2050
H 0.25403 2.64640 -2.73736 -0.005 0.115 0.036 0.2177
H -1.44703 4.15494 -2.97917 -0.021 -0.041 0.043 0.1682
H -2.99940 4.09298 -2.11218 0.092 0.010 -0.004 0.1957
H -1.53493 3.41948 -1.34864 0.005 0.013 -0.024 0.1926
```
Forces are in eV/Å.

Its total energy is -1326.74836 Ha. Its SMILES is COc1ccc(CN2CCNC(=O)[C@@H]2CC(=O)NCCCC2CCCC2)c(C)c1C. The value obtained for the orbital gap is 8.67 eV. The energy above the lowest of the compared OMol25 structures with the same formula, charge and spin is 0.0000 eV. The value obtained for the maximum force is 0.5 eV/Å. The HOMO energy is -8.040 eV.

***

The following is a DFT calculation (ωB97M-V/def2-TZVPD) of one molecule with the formula C2H4O2S at a distorted geometry.

Geometry as XYZ:
```
9
Properties=species:S:1:pos:R:3:forces:R:3:nbo_charge:R:1
C 1.63608 -0.41866 0.01598 1.405 -0.685 -0.537 -0.1092
C -0.66755 0.53537 -0.18954 -1.269 -0.709 0.383 0.3978
O 0.61941 0.39898 0.02329 0.578 1.160 -0.150 -0.4247
O -1.10199 1.74770 0.24502 1.174 0.391 -2.287 -0.7036
S -1.80459 -0.88543 -0.01326 -0.247 0.785 -0.502 -0.1105
H 2.60663 -0.16608 -0.42080 -0.499 1.408 0.449 0.1616
H 1.58762 -1.45898 -0.08109 -1.414 -1.618 0.131 0.1429
H -1.60756 1.74622 1.02268 -1.150 -0.471 1.828 0.4823
H -2.89389 -0.37497 -0.74474 1.423 -0.261 0.685 0.1634
```
Forces are in eV/Å.

Its total energy is -627.10625 Ha. The value obtained for the orbital gap (alpha / beta) is 7.96 / 8.26 eV. The energy above the lowest of the compared OMol25 structures with the same formula, charge and spin is 4.8403 eV. The value obtained for the maximum force is 2.6 eV/Å. The HOMO energy (alpha / beta) is -7.470 / -7.899 eV.

***

The following is a DFT calculation (ωB97M-V/def2-TZVPD) of a 2-piece molecular cluster, C3H12N4O overall at a distorted geometry.

Geometry as XYZ:
```
20
Properties=species:S:1:pos:R:3:forces:R:3:nbo_charge:R:1
C 0.22700 1.29936 -0.67123 -0.155 -0.268 0.217 0.2266
C -0.66005 -1.86597 0.35272 0.200 -0.069 0.009 0.1886
C 0.38346 -2.46200 1.22516 -0.270 0.138 0.012 -0.6893
N -2.49087 -0.52796 0.17289 -0.608 0.140 -1.184 -0.4641
N -0.00561 2.61593 -1.20324 0.052 0.164 -0.257 -0.8382
N 1.28896 0.67934 -1.46238 0.075 0.178 -0.218 -0.8692
N 0.59743 1.34975 0.73537 -0.218 0.079 0.264 -0.8505
O -1.54372 -1.11185 0.88886 0.360 -0.142 0.770 -0.2055
H -0.68800 -2.06727 -0.71150 -0.327 0.209 -0.067 0.1749
H -3.04013 0.01762 0.83939 0.423 -0.249 0.368 0.3063
H -0.72994 0.75678 -0.73980 0.248 0.048 0.076 0.1799
H 0.83968 3.16989 -1.11420 0.008 0.080 0.028 0.3490
H -0.73536 3.07336 -0.67049 0.076 -0.020 0.005 0.3706
H 1.16892 -0.32408 -1.51348 0.040 0.024 0.009 0.3528
H 1.25310 1.04621 -2.40488 -0.077 -0.120 -0.110 0.3703
H 0.67060 0.41747 1.12492 0.036 -0.003 0.007 0.3469
H 1.51172 1.78690 0.81901 -0.022 -0.117 -0.035 0.3536
H 1.37967 -2.17402 0.88688 0.084 0.019 0.005 0.2296
H 0.24164 -2.12849 2.25034 0.053 -0.016 0.071 0.2358
H 0.33145 -3.55090 1.19573 0.024 -0.075 0.030 0.2319
```
Forces are in eV/Å.

Its total energy is -415.61910 Ha. The value obtained for the orbital gap (alpha / beta) is 9.06 / 8.21 eV. The energy above the lowest of the compared OMol25 structures with the same formula, charge and spin is 4.8379 eV. The value obtained for the maximum force is 1.3 eV/Å. The HOMO energy (alpha / beta) is -8.551 / -7.890 eV.